[1]
Formula: C12H20B3BrO11P
Source: OMol25
Level of theory: ωB97M-V/def2-TZVPD

Structure (XYZ):
```
48
C12H20B3BrO11P, DFT ωB97M-V/def2-TZVPD
Br 2.236 -1.619 4.635
P 1.372 -0.570 -2.790
O -1.023 -2.422 -3.499
O 2.470 2.081 -1.937
O -1.290 0.617 5.345
O 1.023 4.925 -0.066
O -3.354 -0.248 5.548
O 2.495 2.195 0.628
O -0.392 3.558 -1.220
O 0.053 -2.502 -5.489
O -1.572 -1.628 5.331
O 3.134 0.139 -0.568
O -2.028 -1.666 -5.380
C -1.001 -2.217 -4.679
C -0.449 -0.055 -2.428
C 1.812 0.276 4.229
C -0.388 -2.328 -6.827
C -3.464 1.143 5.818
C -2.028 -0.525 5.402
C -1.538 -1.377 -6.682
C 1.019 0.513 2.863
C 1.638 -0.215 1.576
C 1.535 -2.236 -1.843
C -2.202 1.702 5.232
C 0.839 3.798 -0.635
B 2.434 0.759 0.561
B 1.996 2.647 -0.670
B 2.394 0.656 -1.722
H 2.313 -1.105 1.800
H 2.705 0.982 4.256
H 2.623 -2.443 -1.581
H 1.029 -3.082 -2.417
H -0.647 0.943 -2.937
H 1.055 1.649 2.664
H -4.359 1.559 5.353
H -2.312 -1.541 -7.434
H 1.113 0.632 5.072
H -0.694 -3.299 -7.228
H -0.098 0.248 2.934
H -1.166 -0.901 -2.725
H 0.412 -1.924 -7.450
H -1.224 -0.331 -6.718
H 0.935 -2.113 -0.866
H -1.839 2.573 5.778
H 0.744 -0.642 0.982
H -3.524 1.289 6.900
H -0.475 0.140 -1.292
H -2.310 1.964 4.176
```

Frontier orbital gap (eV): 6.34
LUMO level (eV): 2.2
Total charge: -1
HOMO (eV): -4.123

=====

[2]
Formula: C9H8ClO3S
Source: OMol25
Level of theory: ωB97M-V/def2-TZVPD

Structure (XYZ):
```
22
C9H8ClO3S, DFT ωB97M-V/def2-TZVPD
Cl 0.380 3.391 -1.786
S 0.227 1.862 0.724
O 2.557 0.938 -1.358
O -1.046 2.468 1.165
O 0.922 -0.027 -2.571
C -1.071 -1.867 1.431
C 0.124 -2.562 1.390
C 1.327 -1.946 1.060
C -1.219 1.270 -1.485
C 0.142 1.775 -1.073
C -1.057 -0.487 1.385
C 0.145 0.146 1.131
C 1.307 -0.564 0.873
C 1.479 0.715 -1.799
H -1.778 2.100 -1.704
H -2.016 -2.457 1.516
H 2.162 -0.052 0.539
H -0.130 -3.632 1.400
H -1.806 0.221 1.361
H 2.187 -2.557 0.910
H -1.130 0.549 -2.385
H -1.709 0.715 -0.724
```

Frontier orbital gap (eV): 7.73
LUMO level (eV): 3.3
Total charge: -1
HOMO (eV): -4.429

=====

[3]
Formula: C5H9NO
Source: OMol25
Level of theory: ωB97M-V/def2-TZVPD

Structure (XYZ):
```
16
C5H9NO, DFT ωB97M-V/def2-TZVPD
O 1.889 0.300 -0.285
N -1.180 -2.284 -0.144
C -1.443 0.230 0.218
C -2.318 1.000 -0.787
C -1.516 -1.188 0.053
C 2.889 -0.048 0.678
C 0.656 -0.249 -0.149
H -3.394 0.835 -0.602
H 2.697 0.443 1.632
H 3.848 0.303 0.286
H -1.718 0.497 1.248
H -2.157 2.078 -0.714
H 0.312 -0.528 -1.133
H -2.128 0.686 -1.819
H 2.961 -1.135 0.833
H 0.601 -0.941 0.685
```

Frontier orbital gap (eV): 9.67
LUMO level (eV): 0.7
HOMO (eV): -8.932